ORCA calculation (the ωB97M-V functional and the def2-TZVPD basis) on a molecular structure, C40H34N4O7P2STi.

ORCA input file:
```
! wB97M-V def2-TZVPD RIJCOSX def2/J DEFGRID3
* xyz 1 2
Ti -0.633 0.539 0.383
S -3.359 6.108 -3.468
P 0.184 -2.417 1.022
P -0.200 -1.100 -1.605
O -1.651 1.034 1.809
O 3.163 2.071 0.026
O 4.245 3.643 1.017
O 0.738 1.562 0.714
O -2.225 2.289 3.554
O 0.817 5.166 5.807
O 2.674 5.775 4.895
N -4.596 3.944 -4.264
N -1.728 1.789 -0.747
N 3.277 2.924 0.883
N 1.631 5.157 4.908
C -2.060 3.996 -1.601
C -0.100 2.037 -4.223
C 1.966 -0.787 2.350
C 0.122 1.156 -3.174
C -3.453 2.234 -2.330
C 2.156 3.125 1.837
C -1.600 -2.324 -1.683
C -1.422 1.981 2.723
C -0.175 -0.903 3.430
C -1.994 -3.082 -0.390
C -0.564 -0.059 -3.098
C -0.054 -4.301 3.163
C -3.721 4.509 -3.420
C 0.336 -0.213 4.517
C 0.502 -3.978 1.924
C 2.498 -1.969 -1.546
C -1.462 -0.380 -4.112
C -1.013 1.713 -5.220
C 1.178 -6.367 3.185
C 0.186 3.553 3.719
C 1.300 -1.946 -2.252
C 1.392 -4.865 1.323
C 1.390 4.213 3.793
C 1.254 -2.527 -3.519
C 2.485 -0.098 3.437
C 0.950 2.427 1.729
C 3.567 -3.166 -3.334
C -1.685 0.500 -5.168
C -3.074 3.562 -2.440
C 1.668 0.184 4.525
C 0.628 -1.196 2.325
C 0.281 -5.491 3.789
C -2.769 1.395 -1.476
C -1.420 3.098 -0.779
C 2.378 -3.144 -4.051
C -1.666 -2.318 0.899
C 1.732 -6.057 1.954
C -0.052 2.662 2.688
C 3.627 -2.572 -2.083
C 2.379 4.021 2.861
H 4.554 -2.574 -1.522
H -0.154 -5.737 4.750
H 0.844 1.416 -2.407
H -0.584 3.718 4.459
H -1.217 -1.196 3.443
H -3.058 -3.305 -0.438
H 2.325 -3.595 -5.034
H -3.065 0.359 -1.387
H -2.150 -2.743 1.773
H 2.069 0.712 5.384
H 3.313 4.557 2.927
H -0.622 3.430 -0.138
H -2.381 0.230 -5.954
H -4.275 1.816 -2.893
H -1.189 2.400 -6.039
H 0.441 2.975 -4.266
H -0.305 0.014 5.360
H -2.456 -1.740 -2.018
H -1.478 -4.043 -0.349
H 4.448 -3.635 -3.756
H 1.445 -7.292 3.681
H -1.368 -3.031 -2.477
H 0.344 -2.498 -4.107
H -4.844 2.973 -4.243
H 2.614 -1.019 1.514
H -1.997 -1.323 -4.099
H 2.558 -1.507 -0.573
H -5.063 4.544 -4.923
H -2.036 -1.282 0.809
H 2.426 -6.741 1.481
H -0.743 -3.621 3.651
H -1.770 5.039 -1.610
H 3.525 0.208 3.436
H 1.821 -4.619 0.356
*
```

Values from the calculation:
Frontier orbital gap (alpha / beta) ... 7.08 / 7.41 eV
LUMO (alpha / beta) ... -3.9 / -3.9 eV
HOMO level (alpha / beta) ... -10.93 / -11.29 eV

Atom charges from the Mulliken analysis, given in e for atoms 1 to 2:
1. Ti -0.17
2. S -0.34

=====

ORCA calculation (the ωB97M-V functional and the def2-TZVPD basis) on a single C2H3N3OS molecule.

ORCA input file:
```
! wB97M-V def2-TZVPD RIJCOSX def2/J DEFGRID3
* xyz 0 1
S 0.001 0.476 1.447
O 2.549 -0.259 -1.249
N 1.419 -0.549 -1.923
N 2.256 0.136 0.010
N 0.438 -0.352 -1.165
C -1.651 0.156 0.774
C 0.960 0.080 0.056
H -1.856 0.823 -0.054
H -2.340 0.393 1.614
H -1.776 -0.903 0.490
*
```

Values from the calculation:
Frontier orbital gap ... 9.84 eV
LUMO ... 0.3 eV
HOMO level ... -9.53 eV
SMILES ... CSc1nnon1

Atom charges from the Mulliken analysis, given in e for atoms 1 to 2:
1. S -0.04
2. O 0.01

=====

ORCA calculation (the ωB97M-V functional and the def2-TZVPD basis) on a molecular structure, C54H50BrInN4O7S.

ORCA input file:
```
! wB97M-V def2-TZVPD RIJCOSX def2/J DEFGRID3
* xyz 0 1
In 0.496 0.635 -0.281
Br 2.390 1.386 -2.239
S 1.250 -3.314 -0.108
O 2.937 1.121 8.357
O 2.374 0.544 2.257
O 1.363 -1.930 -0.619
O 0.500 -1.018 -8.548
O 0.190 9.978 -0.821
O 2.273 0.712 0.823
O -6.052 -5.828 2.282
N -0.358 -0.406 1.616
N -0.653 2.130 -1.516
N 0.155 2.419 1.250
N -1.194 -0.664 -1.085
C 1.039 10.605 -1.832
C -5.486 -3.436 1.827
C 0.711 4.526 2.040
C -0.423 -1.716 -6.393
C 2.789 0.068 4.837
C -5.181 -4.810 2.002
C -0.655 -5.715 -1.935
C 0.121 8.619 -0.881
C -0.061 4.306 -0.362
C -2.114 -1.970 0.844
C -1.937 -1.702 -0.550
C 2.696 0.984 7.038
C -7.420 -5.567 2.589
C -0.995 2.968 -3.615
C -0.571 0.004 -4.625
C 0.605 6.407 -1.668
C -2.711 -2.296 -1.581
C 1.543 -4.472 -1.602
C -0.990 0.429 -3.290
C -0.681 -1.338 -5.083
C 0.735 2.288 2.453
C 0.127 -0.042 2.805
C 4.070 0.478 8.924
C 1.115 1.742 5.396
C 0.278 0.573 -6.872
C 0.185 3.768 0.935
C 2.800 -3.736 0.794
C -0.455 3.483 -1.477
C -0.761 4.018 -2.754
C -2.845 -4.331 1.491
C -1.505 -1.562 3.236
C -0.586 6.677 0.395
C -3.156 -2.945 1.231
C -1.549 -0.541 -2.372
C -2.473 -1.578 -2.740
C 0.813 -5.779 -1.450
C 0.146 -0.771 -7.288
C 1.669 1.831 6.649
C 1.243 0.954 2.976
C 0.409 -2.332 -9.097
C 0.008 5.794 -0.527
C -0.553 8.034 0.197
C 3.952 -2.758 0.621
C 1.724 0.912 4.450
C -4.511 -2.558 1.413
C -3.853 -5.211 1.835
C -1.356 -1.309 1.827
C 4.875 -3.118 -0.539
C 0.038 0.925 -5.562
C 3.305 0.128 6.124
C 1.040 3.595 3.010
C -0.572 -0.743 3.845
C 0.743 7.784 -1.810
C -0.855 1.789 -2.839
H 2.610 -4.531 -1.768
H -0.275 -0.638 4.894
H -0.537 -2.769 -6.691
H -3.604 -6.258 1.954
H 3.580 -1.738 0.545
H -4.799 -1.547 1.119
H -6.504 -3.074 2.020
H 0.909 11.703 -1.681
H 5.775 -2.484 -0.453
H 0.815 5.608 2.128
H 1.294 2.508 7.404
H 4.038 -0.631 8.888
H -0.999 8.659 0.949
H 2.075 10.340 -1.623
H 5.125 -4.186 -0.467
H 0.741 -2.275 -10.144
H 5.034 0.874 8.504
H 0.383 1.903 -5.227
H 4.069 0.780 9.972
H 0.192 2.351 5.186
H 0.869 -6.107 -0.398
H -3.393 -3.145 -1.447
H -1.810 -4.693 1.414
H -1.352 3.004 -4.621
H 3.118 -0.650 4.110
H -2.149 -2.328 3.708
H -7.565 -5.040 3.527
H 0.639 1.317 -7.597
H 2.476 -3.774 1.852
H -1.133 6.298 1.278
H -1.135 -4.877 -1.421
H 3.088 -4.780 0.535
H -1.229 -6.634 -1.776
H -1.028 -2.094 -4.375
H 4.427 -2.949 -1.530
H 4.564 -2.830 1.534
H -0.833 5.067 -2.943
H -0.670 -5.572 -3.006
H -7.872 -6.570 2.667
H -7.935 -4.987 1.812
H 1.063 -3.071 -8.553
H 1.105 5.769 -2.418
H -2.951 -1.663 -3.705
H 0.759 10.331 -2.852
H 1.399 8.170 -2.627
H -0.620 -2.737 -9.076
H 1.451 3.731 3.997
H 4.113 -0.534 6.478
H 1.148 -3.819 -2.411
H 1.336 -6.548 -2.079
*
```

Values from the calculation:
Frontier orbital gap (alpha / beta) ... 4.90 / 4.90 eV
LUMO (alpha / beta) ... -2.1 / -2.1 eV
HOMO level (alpha / beta) ... -6.98 / -6.98 eV

Atom charges from the Mulliken analysis, given in e for atoms 1 to 2:
1. In 2.72
2. Br -0.56

=====

ORCA calculation (the ωB97M-V functional and the def2-TZVPD basis) on a gas-phase ion, CH2O3P2 (charge -2).

ORCA input file:
```
! wB97M-V def2-TZVPD RIJCOSX def2/J DEFGRID3
* xyz -2 1
P 1.218 2.379 -0.580
P -0.860 1.821 -0.051
O 1.793 2.251 -1.989
O -1.971 2.173 -1.005
O -0.981 2.444 1.322
C -0.319 0.014 0.041
H 0.462 -0.303 -0.663
H 0.334 0.086 0.928
*
```

Values from the calculation:
Frontier orbital gap ... 5.88 eV
LUMO ... 7.4 eV
HOMO level ... 1.48 eV
SMILES ... C=P([O-])([O-])P=O

Atom charges from the Mulliken analysis, given in e for atoms 1 to 2:
1. P -0.07
2. P 0.70

=====

Calculated values (eV) of energy relative to the best compared isomer or geometry (same formula, charge and spin) for the records, taken in order: 0.5292 2.3031 0.1012 1.7746.